Record 1
This record from the Open Molecules 2025 dataset describes 6 unconnected molecules or ions with the total composition C29H34ClF15N2O10S in a non-equilibrium geometry. The level of theory is ωB97M-V/def2-TZVPD.

Last column: Löwdin charge in e.
Cartesian coordinates (Å):
C -6.678 4.986 3.817  -0.17
C -5.088 5.412 3.944  -0.26
C -4.358 4.780 5.309  -0.61
Cl -5.525 4.549 6.731  0.53
C -3.667 3.351 4.784  -0.16
C -2.179 3.521 4.065  -0.01
C -1.457 2.165 3.479  0.01
C -2.278 0.746 3.659  -0.21
N -1.855 -0.633 3.203  -0.28
S -3.091 -1.818 3.676  0.87
N -4.370 -0.856 4.457  -0.26
C -3.750 0.545 4.377  -0.23
C -4.469 1.928 4.965  0.03
H -6.869 3.919 4.306  0.06
H -7.045 4.872 2.689  0.09
H -7.283 5.844 4.382  0.09
H -4.532 4.944 2.999  0.11
H -4.919 6.586 3.853  0.12
H -3.501 5.507 5.690  0.11
H -1.704 4.605 3.986  0.11
H -0.416 2.286 2.938  0.09
H -5.535 1.928 5.469  0.09
C -3.790 -3.234 0.731  -0.10
C -5.238 -3.560 1.046  -0.21
O -6.093 -3.161 -0.037  0.01
C -6.163 -4.024 -1.099  -0.32
O -5.545 -5.083 -1.163  0.14
C -7.141 -3.503 -2.152  -0.47
F -6.972 -2.174 -2.416  0.14
F -8.440 -3.649 -1.763  0.14
F -7.028 -4.142 -3.350  0.14
H -3.680 -2.174 0.479  0.08
H -3.147 -3.464 1.585  0.03
H -3.435 -3.804 -0.132  0.07
H -5.557 -2.994 1.927  0.11
H -5.373 -4.622 1.279  0.13
C 3.932 -1.042 2.923  -0.06
C 2.670 -0.912 2.089  -0.21
O 2.349 0.471 1.872  0.01
C 3.038 1.100 0.868  -0.32
O 3.891 0.551 0.175  0.14
C 2.564 2.544 0.714  -0.46
F 2.444 3.190 1.910  0.14
F 1.341 2.622 0.117  0.13
F 3.405 3.305 -0.042  0.13
H 3.834 -0.483 3.859  0.09
H 4.135 -2.091 3.156  0.09
H 4.798 -0.632 2.396  0.07
H 1.827 -1.353 2.631  0.13
H 2.756 -1.447 1.137  0.13
C 3.166 4.120 -3.081  -0.06
C 1.717 3.794 -2.766  -0.22
O 0.863 4.193 -3.849  0.01
C 0.792 3.330 -4.911  -0.32
O 1.411 2.271 -4.975  0.14
C -0.185 3.851 -5.963  -0.47
F -0.016 5.179 -6.227  0.14
F -1.484 3.705 -5.574  0.14
F -0.072 3.211 -7.161  0.14
H 3.276 5.180 -3.332  0.09
H 3.809 3.890 -2.226  0.06
H 3.521 3.550 -3.944  0.08
H 1.399 4.359 -1.884  0.12
H 1.582 2.732 -2.533  0.12
C -2.071 -5.065 -3.991  -0.06
C -1.787 -6.530 -3.713  -0.21
O -0.487 -6.689 -3.124  0.01
C -0.402 -6.451 -1.777  -0.32
O -1.355 -6.114 -1.080  0.14
C 1.019 -6.704 -1.275  -0.47
F 1.970 -6.153 -2.084  0.14
F 1.308 -8.035 -1.202  0.14
F 1.244 -6.197 -0.030  0.14
H -1.276 -4.629 -4.605  0.08
H -3.026 -4.948 -4.512  0.08
H -2.110 -4.487 -3.063  0.07
H -1.779 -7.086 -4.656  0.13
H -2.560 -6.980 -3.081  0.13
C 7.074 1.604 -2.328  -0.06
C 7.358 0.140 -2.049  -0.20
O 8.658 -0.020 -1.460  0.01
C 8.743 0.219 -0.113  -0.32
O 7.790 0.556 0.584  0.14
C 10.164 -0.034 0.389  -0.47
F 11.115 0.516 -0.420  0.14
F 10.453 -1.365 0.462  0.14
F 10.389 0.472 1.634  0.14
H 7.869 2.041 -2.941  0.08
H 6.119 1.721 -2.848  0.08
H 7.035 2.183 -1.400  0.08
H 7.366 -0.417 -2.992  0.13
H 6.585 -0.310 -1.417  0.12

Calculated values
structure (SMILES): CC[C@@H](Cl)c1ccc2nsnc2c1.CCOC(=O)C(F)(F)F.CCOC(=O)C(F)(F)F.CCOC(=O)C(F)(F)F.CCOC(=O)C(F)(F)F.CCOC(=O)C(F)(F)F
gap between HOMO and LUMO: 6.98 eV
multiplicity: 1
E_HOMO: -8.80 eV
energy: -118189.784 eV
lowest unoccupied orbital energy: -1.818 eV

Record 2
This record from the Open Molecules 2025 dataset describes a molecular structure, C39H51N6OReSSb. The level of theory is ωB97M-V/def2-TZVPD.

Last column: Löwdin spin population.
Cartesian coordinates (Å):
Re 0.527 -0.174 -0.377  1.68
C 0.136 -0.796 -3.463  0.00
N -0.757 -0.680 -2.286  0.01
C -2.012 0.023 -2.637  0.01
C -1.786 1.494 -2.837  0.00
N -0.621 2.020 -3.065  0.00
C -0.847 3.388 -3.150  0.00
C 0.060 4.429 -3.333  0.00
C -0.437 5.716 -3.324  0.00
C -1.805 5.970 -3.141  0.00
C -2.716 4.949 -2.956  0.00
C -2.204 3.657 -2.963  0.00
N -2.792 2.414 -2.773  0.00
C 1.558 -0.511 -3.117  0.02
N 1.948 0.056 -1.998  0.00
C 3.335 0.220 -2.107  0.00
C 4.266 0.807 -1.253  0.00
C 5.585 0.820 -1.660  0.00
C 5.984 0.277 -2.890  0.00
C 5.070 -0.284 -3.757  0.00
C 3.746 -0.296 -3.337  0.00
N 2.587 -0.758 -3.951  0.01
H 0.040 -1.777 -3.933  0.00
H -0.160 -0.043 -4.194  0.00
H -0.995 -1.615 -1.974  0.00
H -2.457 -0.402 -3.544  0.00
H -2.721 -0.145 -1.827  0.00
H 1.115 4.224 -3.451  0.00
H 0.238 6.551 -3.454  0.00
H -2.154 6.995 -3.142  0.00
H -3.769 5.152 -2.808  0.00
H -3.765 2.230 -2.602  0.00
H 3.965 1.238 -0.314  0.00
H 6.331 1.268 -1.018  0.00
H 7.029 0.312 -3.168  0.00
H 5.370 -0.685 -4.716  0.00
H 2.514 -1.145 -4.876  0.00
O 0.906 -2.242 -0.924  0.06
N 2.121 -2.727 -0.616  0.00
C 2.485 -3.883 -1.225  0.00
C 3.691 -4.462 -0.968  0.00
C 4.552 -3.837 -0.052  0.00
C 4.160 -2.680 0.562  0.00
C 2.909 -2.093 0.284  0.00
S 2.354 -0.690 1.092  0.04
H 1.742 -4.277 -1.902  0.00
H 3.957 -5.382 -1.466  0.00
H 5.519 -4.267 0.169  0.00
H 4.796 -2.173 1.274  0.00
C -2.019 -3.608 3.287  0.00
C -0.933 -3.121 2.331  0.00
C 0.428 -3.247 3.021  0.00
C -0.950 -4.034 1.096  0.00
Sb -1.189 -1.018 1.714  0.00
C -3.345 -0.892 1.309  0.00
C -3.644 0.480 0.702  0.00
C -3.693 -1.979 0.292  0.00
C -4.235 -1.074 2.539  0.00
C -0.909 0.131 3.566  0.00
C -1.420 -0.589 4.814  0.00
C 0.593 0.383 3.711  0.00
C -1.615 1.481 3.447  0.00
H -1.793 -4.648 3.549  0.00
H -3.006 -3.605 2.824  0.00
H -2.067 -3.039 4.216  0.00
H 0.569 -4.290 3.323  0.00
H 0.499 -2.637 3.920  0.00
H 1.254 -2.971 2.367  0.00
H -0.483 -4.989 1.360  0.00
H -0.414 -3.619 0.248  0.00
H -1.970 -4.261 0.781  0.00
H -2.900 0.785 -0.031  0.00
H -3.684 1.260 1.462  0.00
H -4.623 0.453 0.208  0.00
H -3.127 -1.881 -0.642  0.00
H -4.756 -1.911 0.037  0.00
H -3.514 -2.981 0.683  0.00
H -3.973 -0.394 3.348  0.00
H -4.210 -2.091 2.929  0.00
H -5.272 -0.860 2.259  0.00
H -0.840 -1.481 5.047  0.00
H -2.473 -0.869 4.747  0.00
H -1.318 0.091 5.666  0.00
H 1.163 -0.542 3.808  0.00
H 0.764 0.975 4.617  0.00
H 0.993 0.950 2.870  0.00
H -2.699 1.384 3.509  0.00
H -1.354 2.015 2.534  0.00
H -1.299 2.106 4.289  0.00
C 0.406 4.579 0.990  0.04
C 1.557 3.829 1.175  -0.01
C 1.593 2.493 0.801  0.04
C 0.492 1.836 0.226  0.03
C -0.652 2.635 0.055  0.06
C -0.704 3.971 0.425  0.00
H 0.376 5.622 1.277  0.00
H 2.435 4.286 1.616  0.00
H 2.508 1.945 0.993  0.00
H -1.534 2.215 -0.411  0.00
H -1.611 4.542 0.259  0.00

Calculated values
gap between HOMO and LUMO (spin up / spin down): 7.56 / 6.80 eV
multiplicity: 3
⟨S²⟩: 2.02
E_HOMO (spin up / spin down): -9.70 / -9.31 eV
energy: -71757.034 eV
total charge: +1
lowest unoccupied orbital energy (spin up / spin down): -2.136 / -2.511 eV